The following is a DFT calculation (ωB97M-V/def2-TZVPD) of a structure of composition C16H7BrCl5HgN3O4.

XYZ file:
```
37
Properties=species:S:1:pos:R:3
C -2.033 -2.465 0.103
N 0.249 2.150 -1.573
C 1.297 2.286 1.848
C -3.405 -4.115 1.205
O 3.339 -0.049 -4.132
C -1.143 2.711 3.137
C -1.235 -3.507 -0.342
C 1.829 1.331 -2.860
H -0.340 2.826 -1.096
Cl 2.740 2.073 0.938
Cl -2.579 2.911 3.978
C -1.594 -4.815 0.079
N 0.280 0.886 -1.194
H -3.774 -2.079 1.241
C 1.466 -1.148 -1.722
Cl 2.329 4.668 2.516
C 1.249 0.337 -1.949
N -2.603 -5.124 0.823
H -4.274 -4.391 1.817
Hg 1.042 -0.872 1.577
C 0.437 1.203 1.961
O 3.086 2.129 -4.599
H 1.269 3.432 -2.928
H -0.397 -3.262 -1.017
C 1.166 2.452 -2.528
Br -0.311 -6.165 -0.455
C 2.772 1.159 -3.937
C -0.749 1.442 2.596
C -0.147 3.707 3.124
C 1.078 3.510 2.427
C -3.120 -2.801 0.901
O 0.990 -1.677 -0.717
O 2.246 -1.786 -2.501
Cl -1.787 0.048 2.957
Cl -0.383 5.180 4.026
H 2.775 -0.721 -3.523
H -1.764 -1.463 -0.179
```

## Properties
gap between HOMO and LUMO (spin up / spin down): 0.243 / 0.304 Ha
ΔE to the lowest compared entry with this formula, charge and spin: 10.2 kJ/mol
total charge: -1
multiplicity: 2
E_tot: -6107.62704 a.u.

***

The following is a DFT calculation (ωB97M-V/def2-TZVPD) of a structure of composition C16H8AlBr4N2O2.

XYZ file:
```
33
Properties=species:S:1:pos:R:3
Br 7.327 6.066 10.873
C 6.810 5.792 8.091
H 3.861 11.103 10.132
H 2.903 13.277 10.597
O 6.056 9.858 7.638
C 5.717 7.560 6.786
C 9.629 11.259 8.805
C 4.602 14.479 9.894
C 5.895 14.456 9.549
C 6.513 13.169 9.453
O 7.023 8.983 9.889
C 10.513 12.278 8.433
C 6.241 6.300 6.874
C 3.903 13.285 10.185
H 4.019 15.425 9.781
H 11.486 11.976 8.274
H 9.982 10.219 8.935
C 10.089 13.618 8.339
C 8.746 13.937 8.727
C 4.496 12.044 9.944
Br 5.864 4.996 5.528
C 6.919 6.650 9.157
Br 4.410 7.996 5.498
Al 6.824 10.520 9.108
N 5.878 11.969 9.804
C 6.109 8.503 7.758
C 7.879 12.924 9.159
Br 7.074 3.955 8.303
H 8.365 14.947 8.560
C 6.680 8.016 9.016
H 10.730 14.372 8.032
N 8.362 11.583 9.125
H 6.399 15.391 9.269
```

## Properties
gap between HOMO and LUMO: 0.160 Ha
total charge: +1
multiplicity: 1
E_tot: -11412.88921 a.u.

***

> The highest E_tot belongs to which entry?

C16H7BrCl5HgN3O4